{
  "formula": "C20H36NO8",
  "method": "the ωB97M-V functional and the def2-TZVPD basis",
  "symbols": ["C", "C", "O", "C", "O", "N", "C", "C", "C", "C", "C", "C", "C", "C", "C", "O", "O", "H", "H", "H", "H", "H", "H", "H", "H", "H", "H", "H", "H", "H", "H", "H", "H", "C", "O", "C", "C", "O", "C", "H", "H", "H", "H", "H", "H", "H", "H", "H", "H", "C", "O", "C", "C", "O", "C", "H", "H", "H", "H", "H", "H", "H", "H", "H", "H"],
  "coordinates": [[-1.531526, -1.826769, 2.225657], [-1.827692, -0.725173, 1.158194], [-0.571506, -0.334528, 0.604057], [-2.787653, -1.348003, 0.141180], [-2.970372, -0.639868, -1.048244], [-1.890558, -0.850835, -1.937217], [-2.070519, -2.085278, -2.704124], [-0.928521, -2.121454, -3.762320], [0.343361, -1.528629, -3.151288], [0.974332, -2.278469, -2.184600], [2.096671, -1.781905, -1.572043], [2.542738, -0.541145, -1.942815], [1.947558, 0.206392, -2.912878], [0.818885, -0.300856, -3.523228], [-3.472034, -2.108141, -3.375507], [-4.201476, -3.108885, -3.132303], [-3.766322, -1.121192, -4.075697], [-1.578068, -1.448379, 3.249678], [-2.312421, -2.595510, 2.140209], [-0.595753, -2.340121, 2.004121], [-2.239551, 0.131805, 1.704548], [-0.125864, 0.227889, 1.242995], [-3.769410, -1.360973, 0.627523], [-2.518999, -2.399254, -0.023818], [-1.910847, -0.064447, -2.577747], [-1.907637, -2.935468, -2.035171], [-1.224772, -1.565388, -4.654333], [-0.680254, -3.150464, -4.030864], [0.561478, -3.247496, -1.926921], [2.575098, -2.392522, -0.814614], [3.415832, -0.127621, -1.439686], [2.324674, 1.185302, -3.182804], [0.273949, 0.235926, -4.293086], [-5.737115, 3.527387, 4.171788], [-6.889280, 2.715299, 4.032209], [-6.888192, 1.947347, 2.835045], [-6.425040, 0.524531, 3.071496], [-5.070058, 0.470463, 3.493378], [-4.928537, 0.340838, 4.895690], [-5.660197, 3.824157, 5.217261], [-4.826228, 2.995786, 3.888809], [-5.834944, 4.427664, 3.555254], [-6.272862, 2.429356, 2.069659], [-7.918732, 1.921738, 2.468902], [-6.486775, -0.022533, 2.126473], [-7.073059, 0.018916, 3.794742], [-5.083958, -0.701761, 5.194870], [-5.627037, 0.980972, 5.439332], [-3.911675, 0.632795, 5.157579], [6.438561, 0.959807, 0.523061], [6.242846, 1.612445, -0.719384], [7.268267, 2.538775, -1.032532], [8.293237, 1.950126, -1.981745], [9.000818, 0.867072, -1.396870], [8.486145, -0.400561, -1.773861], [5.810633, 0.070374, 0.536861], [7.478833, 0.659691, 0.667336], [6.135678, 1.618550, 1.344359], [7.750942, 2.903027, -0.119563], [6.791316, 3.393345, -1.522702], [9.031892, 2.721973, -2.220510], [7.819125, 1.638557, -2.917487], [8.850835, -0.673154, -2.769927], [7.394822, -0.416630, -1.771820], [8.846916, -1.134893, -1.054559]],
  "forces_ev_per_a": [[-1.11, -0.15, -0.30], [1.17, -0.81, 1.27], [-0.20, 0.16, -0.54], [0.24, 0.46, 0.11], [-0.69, 0.18, -0.08], [1.07, -0.46, 0.13], [0.10, 0.35, -0.60], [0.39, 0.55, 0.68], [-1.43, -1.05, -0.78], [0.15, -0.31, 0.09], [-0.37, -0.87, 0.27], [1.91, 0.67, 1.13], [-0.52, 0.54, -0.56], [-0.13, 0.38, -0.52], [-1.11, -1.04, 0.12], [0.69, 0.28, 0.04], [0.51, 0.36, -0.11], [0.31, -0.01, -0.06], [0.06, 0.05, 0.25], [0.09, 0.28, 0.06], [-0.43, 0.01, -0.48], [-0.05, -0.01, 0.04], [0.04, -0.02, -0.07], [0.14, 0.15, -0.22], [-0.47, 0.03, 0.06], [-0.33, 0.04, 0.01], [-0.08, -0.04, 0.08], [-0.40, -0.02, -0.11], [0.06, 0.00, 0.07], [0.20, 0.28, 0.06], [-0.02, -0.05, -0.07], [0.08, -0.03, 0.05], [0.13, 0.14, 0.03], [-0.08, 0.06, -0.03], [0.16, -0.06, 0.02], [-0.24, -0.02, 0.14], [0.23, -0.06, -0.28], [-0.09, 0.15, 0.18], [0.07, -0.10, -0.07], [-0.06, 0.01, 0.01], [-0.01, -0.01, -0.01], [0.09, 0.01, -0.01], [0.05, -0.05, 0.01], [0.01, -0.01, -0.03], [-0.03, 0.01, 0.00], [-0.02, 0.07, 0.04], [-0.02, 0.02, 0.08], [-0.02, 0.00, -0.02], [0.02, -0.04, -0.05], [-0.10, 0.06, 0.02], [0.18, -0.09, 0.04], [-0.26, 0.00, -0.19], [0.28, 0.07, 0.16], [-0.19, -0.05, 0.00], [0.09, -0.01, -0.02], [-0.05, 0.04, -0.03], [0.00, 0.01, -0.03], [0.04, -0.04, 0.05], [0.06, -0.04, -0.01], [0.03, 0.02, 0.01], [-0.03, 0.02, -0.02], [-0.07, -0.01, 0.03], [-0.06, -0.04, -0.02], [0.00, 0.03, -0.01], [0.06, 0.03, -0.01]],
  "lowdin_charge": [-0.0542, -0.3835, -0.0506, -0.1836, -0.1105, 0.0012, -0.2523, -0.0827, -0.2494, -0.0531, -0.0960, -0.1305, -0.0964, -0.0550, -0.7102, -0.0897, -0.0622, 0.0619, 0.0666, 0.0761, 0.1300, 0.0815, 0.1322, 0.1215, 0.1269, 0.1215, 0.1119, 0.1167, 0.1175, 0.0984, 0.0901, 0.0984, 0.1148, -0.1163, -0.1963, -0.1995, -0.1994, -0.1967, -0.1159, 0.0859, 0.0835, 0.0872, 0.1291, 0.1246, 0.1295, 0.1253, 0.0877, 0.0815, 0.0873, -0.1100, -0.1924, -0.2084, -0.2072, -0.1951, -0.1097, 0.0881, 0.0825, 0.0881, 0.1250, 0.1248, 0.1226, 0.1268, 0.0875, 0.0849, 0.0879],
  "orbital_gap_ha": 0.228,
  "charge": -1,
  "homo_ev": -3.930,
  "multiplicity": 1,
  "relative_energy_kj_mol": 0.0
}

***

{
  "formula": "C20H36O10",
  "method": "the ωB97M-V functional and the def2-TZVPD basis",
  "symbols": ["O", "C", "O", "C", "C", "C", "H", "H", "H", "H", "H", "H", "H", "H", "O", "C", "O", "C", "C", "C", "H", "H", "H", "H", "H", "H", "H", "H", "O", "C", "O", "C", "C", "C", "H", "H", "H", "H", "H", "H", "H", "H", "O", "C", "O", "C", "C", "C", "H", "H", "H", "H", "H", "H", "O", "C", "O", "C", "C", "C", "H", "H", "H", "H", "H", "H"],
  "coordinates": [[5.071534, 2.197259, 0.209976], [4.524246, 3.267934, 0.369031], [3.977991, 3.618380, 1.515869], [3.760128, 2.750071, 2.586055], [3.041276, 3.484141, 3.784992], [4.474402, 4.307806, -0.804316], [4.763329, 2.407050, 2.839084], [3.114266, 1.947340, 2.230274], [2.030794, 3.796177, 3.521081], [3.567728, 4.373550, 4.131263], [2.753374, 2.845285, 4.619907], [3.468426, 4.681976, -0.994335], [4.789962, 3.912735, -1.769940], [5.136530, 5.128753, -0.529111], [-1.505105, -4.402880, 5.213815], [-2.741478, -4.411318, 4.942362], [-3.369187, -4.850693, 3.878706], [-2.660455, -5.082842, 2.636742], [-2.483787, -3.947970, 1.700790], [-3.691904, -4.009184, 5.968078], [-3.126851, -5.901502, 2.088664], [-1.756897, -5.656893, 2.842033], [-3.156383, -3.754256, 0.865208], [-1.449285, -3.822852, 1.381025], [-2.679941, -3.086563, 2.339233], [-4.123806, -4.810579, 6.567521], [-4.631970, -3.547046, 5.666742], [-3.296268, -3.234372, 6.624774], [2.525758, 2.179638, -5.446420], [2.629617, 2.894909, -4.372947], [3.661558, 2.755219, -3.462768], [4.698736, 1.780117, -3.568685], [4.148250, 0.443045, -3.078903], [1.551397, 3.810122, -3.997115], [5.486307, 2.122530, -2.897425], [5.149359, 1.700895, -4.558014], [4.943210, -0.298389, -3.158924], [3.420210, 0.074009, -3.801305], [3.834957, 0.506467, -2.036817], [1.923926, 4.751386, -3.592980], [0.952017, 3.308671, -3.237263], [0.896001, 4.144611, -4.801273], [-3.640531, -1.405226, -0.215902], [-4.169605, -1.468438, -1.351731], [-3.997671, -0.524220, -2.296034], [-4.799582, -0.641439, -3.411654], [-5.789333, -1.717844, -3.035057], [-5.196683, -2.420105, -1.781392], [-4.125719, -0.907298, -4.226095], [-5.176542, 0.320917, -3.757870], [-5.924248, -2.393245, -3.879886], [-6.813401, -1.419181, -2.811059], [-4.548400, -3.188841, -2.201960], [-5.745882, -2.863374, -0.950732], [2.186302, 1.339089, -0.247481], [1.248166, 0.715950, 0.307379], [1.413428, -0.489397, 0.879401], [0.161370, -1.073041, 1.327798], [-0.916027, -0.314099, 0.472797], [-0.199099, 1.016136, 0.257202], [-0.052892, -1.023912, 2.395402], [0.254895, -2.156506, 1.254037], [-1.858030, -0.236332, 1.015632], [-1.028630, -0.739886, -0.524271], [-0.315636, 1.772751, 1.033127], [-0.588224, 1.444802, -0.666336]],
  "forces_ev_per_a": [[0.68, -1.37, -0.51], [-2.04, 2.55, 0.91], [0.15, 2.12, -3.38], [-0.56, -1.23, 2.72], [-0.19, 0.06, -1.14], [0.42, -0.49, 0.17], [-0.22, -0.48, 0.50], [0.27, -0.21, 0.04], [0.09, 0.31, -0.73], [0.17, -0.26, 0.02], [0.98, -0.48, -0.03], [-0.22, -0.30, 0.69], [0.19, -0.39, 0.34], [0.03, -0.05, 0.25], [-3.59, -0.07, -2.05], [4.13, -0.24, 1.98], [-0.04, 0.11, -2.14], [0.49, -3.12, -0.41], [0.28, 2.27, 0.86], [-2.09, 1.47, 1.78], [-1.19, 0.11, 0.44], [0.60, 0.89, 0.51], [-0.10, -0.79, 0.05], [-0.05, -0.24, -0.14], [0.19, 0.56, -0.09], [0.75, -0.44, 0.09], [0.10, 0.00, -1.05], [0.52, -0.49, 0.15], [1.12, 3.02, 4.90], [0.85, -4.59, -4.83], [-1.52, 1.56, -0.80], [-0.32, -1.05, 0.12], [0.97, -0.11, -0.75], [-0.39, 1.39, 0.79], [-0.01, 0.18, 0.04], [-0.42, 0.20, -0.17], [0.24, -0.02, 0.25], [-0.49, 0.22, 0.44], [-0.40, -0.09, -0.25], [0.21, -0.12, 0.42], [-0.06, 0.09, 0.12], [0.27, -0.73, -0.28], [-1.00, -0.19, -3.68], [0.51, 1.71, 3.97], [2.07, 1.01, 2.34], [-0.11, -0.42, -1.26], [-1.85, -1.26, -0.02], [1.00, -0.54, -1.77], [-0.15, -0.59, -0.23], [-0.41, 0.10, 0.70], [0.13, -0.24, 0.16], [0.16, 0.71, 0.00], [-0.09, -0.75, 0.14], [-0.36, 0.41, -0.41], [-1.87, -1.18, 2.15], [1.88, -0.37, -2.53], [0.70, 0.65, 0.69], [-1.08, -0.19, -0.70], [1.26, -0.42, 1.15], [-1.03, 0.71, 0.02], [0.53, 1.09, 0.23], [0.01, 0.09, -0.97], [0.07, -0.09, -0.44], [-0.32, -0.35, 0.34], [-0.55, 0.01, 0.30], [0.69, 0.33, -0.03]],
  "lowdin_charge": [0.4006, -0.3580, 0.0697, -0.1639, -0.0190, 0.1215, 0.1390, 0.1205, 0.0769, 0.0827, 0.0875, 0.1184, 0.0746, 0.1170, 0.0492, -0.5336, 0.0211, -0.2139, -0.0629, -0.0069, 0.1211, 0.1234, 0.0647, 0.0716, 0.0842, 0.0996, 0.0865, 0.0931, 0.0391, -0.4245, -0.0718, -0.2171, -0.0509, 0.0054, 0.1021, 0.1296, 0.0822, 0.0841, 0.0571, 0.0845, 0.0954, 0.0999, 0.0500, -0.4406, 0.0303, -0.1801, -0.1236, -0.0584, 0.1283, 0.1330, 0.1145, 0.1167, 0.1367, 0.1406, 0.0504, -0.4362, 0.0390, -0.1075, -0.1191, -0.0880, 0.1253, 0.1128, 0.1094, 0.1170, 0.1361, 0.1332],
  "orbital_gap_ha": [0.303, 0.104],
  "charge": 1,
  "s_squared": 0.76,
  "homo_ev": [-11.665, -11.665],
  "multiplicity": 2
}